(1)
19
Properties=species:S:1:pos:R:3:nbo_charge:R:1 method="wB97M-V/def2-TZVPD" e_tot_ev=-10841.57929 relative_energy_kj_mol=350.4 orbital_gap_ev="8.0 / 8.0" smiles="CC(C)=N.NC(N)=O" max_force_ev_per_a=6.0
O -1.72023 0.52753 1.15669 -0.595
N -1.13554 1.33562 -0.96099 -0.884
N 0.93100 0.80413 -1.00022 -0.497
N -1.94710 -0.87044 -0.63868 -0.832
C 1.08803 -1.45727 -0.16956 -0.642
C 0.81890 0.00881 0.07780 0.114
C -1.35334 0.21654 0.02759 0.789
C 1.22219 0.51183 1.44251 -0.678
H 0.56657 1.32508 1.75774 0.232
H 1.10506 -0.24518 2.21733 0.221
H -2.35463 -1.54460 -0.00801 0.401
H -1.18354 2.24697 -0.51382 0.398
H 2.12227 -1.71288 0.07340 0.219
H -1.44584 1.17629 -1.91405 0.395
H 0.44309 -2.05825 0.47399 0.204
H 2.24554 0.89622 1.45402 0.214
H -1.52429 -1.19507 -1.49440 0.392
H 0.90353 -1.72009 -1.21045 0.215
H 1.21832 1.75476 -0.77088 0.335

(2)
47
Properties=species:S:1:pos:R:3:nbo_charge:R:1 method="wB97M-V/def2-TZVPD" e_tot_ev=-25205.66652 relative_energy_kj_mol=316.2 orbital_gap_ev=9.9 smiles="CCCCOC=O.CC(C)=O.CC(C)=O.CC(C)=O" max_force_ev_per_a=8.6
O -6.03723 2.43138 -1.79795 -0.578
O -5.00745 2.74436 0.46870 -0.542
O 1.02725 -4.88617 0.52795 -0.557
O 2.35947 1.61388 -1.46388 -0.543
O -1.06336 -0.44712 1.44541 -0.563
C 2.18623 -4.98275 0.12773 0.598
C 4.66404 2.03445 -1.00178 -0.719
C -0.55574 -2.76833 1.20936 -0.710
C 2.61405 -4.37624 -1.18186 -0.723
C -3.96050 3.64249 -0.04213 -0.091
C 2.90180 3.90770 -1.08217 -0.723
C -5.65151 1.96634 -0.60082 0.616
C -1.31298 -1.60223 1.78619 0.593
C -2.01811 1.76443 -0.42178 -0.434
C -2.38768 -1.90413 2.79624 -0.721
C 3.22978 2.44379 -1.20590 0.593
C -0.49201 2.33014 -0.16699 -0.649
C -2.93252 2.96734 -1.12774 -0.455
C 3.23145 -5.71216 0.92886 -0.720
H 5.29877 2.52096 -1.74668 0.230
H 0.19288 2.10005 -1.11060 0.243
H 4.04000 -5.02701 1.19589 0.231
H 2.77982 -6.09707 1.84932 0.237
H 0.18804 -2.40019 0.49478 0.235
H 4.98696 2.30279 0.00727 0.230
H -3.42386 2.63957 -2.14051 0.236
H 1.75626 -3.88210 -1.65026 0.240
H 2.97635 -5.15897 -1.85312 0.232
H -3.15780 -2.53298 2.34248 0.229
H 4.75211 0.94938 -1.12107 0.235
H 1.83037 4.05526 -1.25430 0.242
H 3.45813 4.47769 -1.83058 0.230
H -3.30146 3.96914 0.89773 0.206
H 3.39514 -3.63161 -1.00886 0.234
H -1.90981 0.81073 -1.12580 0.216
H -1.24429 -3.43575 0.68500 0.236
H -0.00018 1.90897 0.83287 0.231
H -4.38190 4.66317 -0.49422 0.198
H -2.84931 -0.96729 3.12577 0.233
H -2.44575 1.41141 0.61263 0.229
H -0.46467 3.51838 -0.05711 0.178
H -5.90104 0.82190 -0.38337 0.171
H -0.03783 -3.30632 2.00738 0.239
H -1.95134 -2.40361 3.66493 0.230
H 3.14626 4.25950 -0.07670 0.232
H -2.14795 3.82122 -1.41191 0.215
H 3.62112 -6.55440 0.35161 0.232

(3)
27
Properties=species:S:1:pos:R:3:lowdin_spin:R:1 method="wB97M-V/def2-TZVPD" spin_multiplicity=2 e_tot_ev=-64281.32815 relative_energy_kj_mol=33.0 orbital_gap_ev="10.3 / 6.3" s_squared=0.79 charge=+2 max_force_ev_per_a=5.5
Cu -0.03275 -1.40255 -2.40993 -0.001
O 0.01775 3.95804 -3.98622 0.000
O 0.01087 0.09756 -0.68165 -0.065
O 2.51214 -1.56340 -4.00465 0.000
O -2.58325 -1.59380 -4.00612 0.000
N 1.23086 -0.09596 1.19037 0.373
N -1.21389 0.05882 1.19877 0.362
C 1.60218 -0.12089 2.60168 0.048
C -0.03120 2.86054 -4.28737 0.000
C -2.28268 0.17860 0.22693 0.050
C 1.49903 -1.24056 -3.55986 0.000
C 2.33065 -0.12653 0.23814 0.045
C 0.01039 0.02760 0.58977 -0.010
C -1.59995 0.08948 2.61141 0.039
C -1.58117 -1.26534 -3.53842 0.000
H -1.33887 -0.82401 3.17317 0.017
H -2.69863 0.16022 2.65340 0.000
H -2.24213 -0.67124 -0.46477 0.020
H 0.73303 -0.07662 3.26562 -0.001
H 2.20403 -0.97869 -0.44591 0.019
H -2.14329 1.10150 -0.35127 0.023
H -3.24966 0.19284 0.73350 0.000
H 2.27836 0.71433 2.85359 0.022
H 3.28986 -0.21727 0.75807 0.001
H 2.31839 0.79149 -0.36870 0.020
H -1.22554 0.97038 3.16234 0.018
H 2.18546 -1.02455 2.84812 0.020

(4)
24
Properties=species:S:1:pos:R:3:nbo_charge:R:1 method="wB97M-V/def2-TZVPD" e_tot_ev=-15897.95492 relative_energy_kj_mol=547.2 orbital_gap_ev=9.2 smiles="NCCN(CCN)N(O)N=O" max_force_ev_per_a=5.0
O 3.45589 -0.31702 0.10532 -0.412
O 1.64876 0.87300 -1.24494 -0.556
N -1.59315 1.84538 -0.58989 -0.853
N -2.75979 -0.98117 -0.86677 -0.863
N 2.33556 -0.64799 0.47224 0.211
N 1.33910 -0.17367 -0.32541 0.153
N 0.06556 -0.08836 0.02060 -0.278
C -1.39114 1.58939 0.88580 -0.235
C -0.37621 -1.45399 0.26101 -0.241
C -1.97311 -1.68383 0.19336 -0.227
C -0.17926 0.73626 1.23448 -0.259
H 2.69204 0.51205 -1.34616 0.492
H 0.00450 -2.15306 -0.51289 0.213
H -2.62474 -1.49912 -1.75031 0.356
H -2.01955 -2.80861 0.06066 0.196
H -0.41869 0.11274 2.10964 0.201
H -2.36037 -1.45641 1.21618 0.174
H -0.00347 -1.66270 1.25401 0.184
H -2.42150 0.00779 -0.92767 0.404
H -2.23666 0.99099 1.16695 0.183
H -1.97831 2.88495 -0.56231 0.364
H 0.63276 1.39379 1.53070 0.219
H -1.57996 2.50588 1.58886 0.191
H -0.71586 1.91754 -1.13395 0.383

(5)
13
Properties=species:S:1:pos:R:3:nbo_charge:R:1 method="wB97M-V/def2-TZVPD" e_tot_ev=-10737.25596 relative_energy_kj_mol=999.5 orbital_gap_ev=9.3 max_force_ev_per_a=6.6
O 2.38127 0.98141 -0.06359 -0.477
N -1.59055 -1.05330 -0.00137 -0.629
N 1.99695 -1.24940 0.10460 -0.398
N 0.12046 0.28024 0.22596 -0.566
C 0.88868 -1.81910 -0.15472 0.086
C -0.83466 1.41236 -0.08829 -0.533
C -0.38439 -0.89917 0.12126 0.343
C 1.56382 0.22732 0.11657 0.786
H 0.68667 -2.96097 -0.20829 0.213
H -0.65704 2.05183 1.35760 0.256
H -0.23103 2.33915 -1.21786 0.273
H -2.17234 0.65486 -0.49640 0.361
H -1.76785 0.03478 0.30453 0.284